Density functional theory data (ωB97M-V with the def2-TZVPD basis set) for 9 unconnected molecules or ions with the total composition C33H81N3O15 at a distorted geometry.

Summary:
Spin multiplicity   1
SMILES   CNC(C)=O.CNC(C)=O.CNC(C)=O.COCCOC.COCCOC.COCCOC.COCCOC.COCCOC.COCCOC
Relative energy (zero: lowest compared OMol25 entry of this formula, charge and spin)   0.0 kJ/mol
Gap between HOMO and LUMO   0.3521 Eh
E   -70711.804 eV

Atoms and positions in Å:
C: 0.577575 -0.613078 -4.273683
N: 1.780749 -0.059684 -4.856530
C: 2.015146 -0.054301 -6.189908
C: 3.288561 0.628114 -6.643270
O: 1.233854 -0.509832 -7.008957
H: 0.539775 -1.693730 -4.392820
H: -0.296085 -0.121368 -4.701338
H: 0.521689 -0.376851 -3.210307
H: 2.468590 0.398372 -4.286251
H: 3.677897 0.122745 -7.522067
H: 4.069953 0.616717 -5.879342
H: 3.069220 1.659605 -6.918353
C: 2.581614 1.468424 6.364741
N: 3.896737 2.058802 6.299021
C: 4.662431 2.019667 5.177652
C: 6.090173 2.487009 5.309092
O: 4.227868 1.680712 4.086452
H: 2.631177 0.426056 6.696763
H: 2.136824 1.458905 5.374881
H: 1.939783 2.026879 7.042980
H: 4.407969 2.172976 7.157814
H: 6.775516 1.746562 4.904927
H: 6.395420 2.745623 6.324225
H: 6.187848 3.384550 4.696379
C: -4.964568 2.719335 -3.912320
N: -3.547154 2.979425 -4.094036
C: -2.554982 2.057331 -4.105315
C: -1.157969 2.639275 -4.126891
O: -2.739913 0.851829 -4.090720
H: -5.160904 1.798800 -3.375921
H: -5.472467 2.708126 -4.879943
H: -5.422038 3.540059 -3.359033
H: -3.269344 3.944136 -4.094001
H: -1.089230 3.672274 -4.466534
H: -0.510152 2.028816 -4.749600
H: -0.783975 2.594806 -3.100650
C: -3.375935 -3.478665 -3.653664
O: -3.287871 -3.604721 -5.059346
C: -2.259037 -2.782690 -5.545407
C: -2.053604 -3.008830 -7.022314
O: -1.336012 -4.201424 -7.222373
C: -1.056015 -4.407470 -8.587144
H: -2.387341 -3.718252 -3.241696
H: -4.102172 -4.195318 -3.281607
H: -3.637595 -2.444415 -3.401775
H: -1.294465 -2.952150 -5.043669
H: -2.492737 -1.718142 -5.384006
H: -1.537227 -2.135069 -7.442640
H: -3.046524 -3.084310 -7.491161
H: -0.586354 -5.381136 -8.708872
H: -0.400543 -3.618106 -8.970932
H: -1.985307 -4.424946 -9.174248
C: -1.432069 -1.329400 -1.336569
O: -0.485180 -0.651342 -0.553822
C: -1.016714 0.545997 -0.047623
C: -0.016685 1.228172 0.837594
O: 0.129324 0.538521 2.058901
C: 1.316550 0.888511 2.722185
H: -0.925551 -2.215491 -1.734891
H: -1.771983 -0.763131 -2.212558
H: -2.278455 -1.743842 -0.772254
H: -1.971552 0.386725 0.469878
H: -1.206362 1.234545 -0.889153
H: -0.226284 2.286575 1.034486
H: 0.943442 1.195568 0.291819
H: 1.386648 0.331423 3.654265
H: 1.356188 1.956128 2.968189
H: 2.211444 0.704532 2.112625
C: 1.456772 -4.064342 3.625705
O: 0.524132 -3.712183 2.634412
C: -0.303040 -2.643923 3.038181
C: -1.395304 -2.397186 2.029189
O: -2.498609 -3.254832 2.113285
C: -2.213635 -4.610148 1.876020
H: 0.955016 -4.532948 4.482554
H: 2.092775 -3.223574 3.921192
H: 2.106810 -4.837004 3.208928
H: 0.261794 -1.706044 3.141314
H: -0.721639 -2.833853 4.040672
H: -0.934662 -2.366063 1.031313
H: -1.759466 -1.374926 2.148778
H: -3.117802 -5.171688 1.639285
H: -1.774322 -5.056691 2.773637
H: -1.539525 -4.727894 1.020450
C: 6.154069 -0.408722 1.464252
O: 6.525772 -1.768790 1.356812
C: 6.025894 -2.476364 0.256587
C: 4.520229 -2.552766 0.116361
O: 3.993867 -1.288019 -0.227160
C: 2.594239 -1.246548 -0.148079
H: 6.829720 0.066397 2.176208
H: 5.159473 -0.305303 1.907193
H: 6.189520 0.087608 0.493731
H: 6.376737 -3.506977 0.363448
H: 6.476743 -2.118081 -0.682751
H: 4.097044 -2.878809 1.078376
H: 4.268899 -3.272964 -0.673821
H: 2.093472 -2.130123 -0.557621
H: 2.229085 -0.319654 -0.579021
H: 2.276676 -1.211240 0.910433
C: 2.971410 4.520880 2.810457
O: 2.387216 5.811274 2.904268
C: 0.993525 5.868624 2.725341
C: 0.163070 5.310527 3.864529
O: -0.010894 3.926817 3.731754
C: -0.780863 3.351193 4.760128
H: 2.583684 4.037386 1.899599
H: 2.667752 3.887202 3.644224
H: 4.048473 4.602899 2.712691
H: 0.691669 5.403315 1.778077
H: 0.765930 6.936698 2.716291
H: -0.786473 5.867495 3.914590
H: 0.668366 5.538129 4.816284
H: -1.850517 3.422956 4.510917
H: -0.604039 3.774432 5.752569
H: -0.595587 2.275410 4.791615
C: -4.538851 0.792091 -0.923429
O: -4.458973 0.776934 0.478100
C: -4.955896 -0.429026 1.011731
C: -4.809134 -0.428909 2.520477
O: -5.406151 0.726094 3.047327
C: -5.548051 0.639677 4.443905
H: -3.899672 0.022016 -1.371132
H: -4.182120 1.759579 -1.278149
H: -5.564751 0.662021 -1.292689
H: -4.401925 -1.294275 0.616644
H: -6.017908 -0.563563 0.760066
H: -3.740968 -0.490565 2.769026
H: -5.311738 -1.331799 2.892150
H: -6.150142 1.474645 4.793617
H: -4.572945 0.630615 4.943232
H: -6.085905 -0.282057 4.706606

Atomic forces in eV per Å
-0.22 0.43 0.23
0.41 0.16 0.02
-0.21 0.16 -0.55
0.30 -0.11 0.27
-0.11 -0.16 0.25
-0.13 0.00 -0.14
-0.13 -0.44 -0.24
0.35 -0.07 0.03
-0.07 -0.14 0.22
-0.12 -0.05 -0.07
-0.08 0.11 0.01
-0.03 0.01 0.04
-0.16 -0.35 -0.01
0.45 0.02 0.16
-0.09 -0.12 -0.64
0.10 0.38 0.17
-0.10 -0.05 0.24
-0.03 0.06 0.06
0.06 0.20 -0.06
0.02 0.05 0.01
-0.15 0.07 0.07
-0.10 -0.12 -0.02
-0.08 -0.08 0.01
0.02 -0.03 -0.01
-0.23 0.33 -0.48
-0.13 0.16 0.41
0.09 0.00 -0.33
0.15 0.01 0.18
-0.20 0.03 0.18
0.22 -0.16 -0.11
-0.01 -0.30 0.03
0.18 -0.01 0.16
0.06 0.00 -0.02
-0.17 0.01 0.01
-0.04 -0.07 -0.01
0.10 0.00 -0.05
0.46 -0.02 -0.48
0.00 -0.16 0.21
0.33 0.56 -0.45
-0.47 0.10 0.24
0.20 -0.09 -0.11
-0.27 -0.03 -0.05
-0.12 0.05 0.33
-0.14 0.10 -0.01
-0.10 -0.07 0.26
-0.16 -0.28 0.14
-0.15 -0.08 0.04
0.15 -0.15 -0.03
0.08 0.05 -0.10
0.14 0.04 0.15
0.01 -0.05 -0.07
0.06 0.11 -0.01
0.35 -1.17 -0.69
-0.10 0.04 0.11
-0.38 0.82 -0.08
0.91 -0.20 -0.01
-0.20 -0.25 -0.01
0.50 0.56 0.09
0.08 0.10 0.01
-0.13 0.26 0.25
-0.07 0.48 0.18
0.05 -0.07 0.01
-0.18 -0.05 0.04
-0.35 -0.05 -0.13
-0.07 0.11 0.13
-0.05 -0.19 -0.10
-0.22 0.03 0.04
-0.11 -0.24 0.04
0.14 -0.62 -0.24
0.13 0.08 -0.07
-0.07 0.45 0.50
0.51 0.48 -0.27
-0.76 0.10 -0.19
0.30 -0.40 0.00
0.04 0.36 0.17
-0.17 0.09 0.16
-0.03 0.11 -0.11
0.18 -0.16 -0.17
-0.14 -0.18 -0.15
-0.05 -0.47 0.05
-0.15 -0.10 0.31
-0.25 0.37 0.10
0.18 -0.13 -0.20
0.15 -0.01 0.15
-0.27 0.01 0.35
0.12 -0.20 0.34
0.11 -0.29 -0.56
0.04 0.39 0.29
0.17 0.00 -0.46
-0.43 0.01 1.16
0.24 -0.08 -0.20
-0.09 0.04 -0.28
-0.01 0.12 0.01
0.05 0.06 0.16
-0.17 0.24 0.06
-0.07 -0.11 -0.11
-0.01 -0.14 0.16
0.13 0.13 -0.41
0.09 -0.14 -0.41
0.05 -0.10 -0.12
-1.09 -0.19 -0.58
0.48 0.09 0.14
-0.02 0.24 0.35
0.21 0.38 0.39
0.15 -0.30 0.10
-0.79 -0.53 -0.33
0.18 -0.10 0.06
0.28 -0.02 0.14
0.04 0.18 0.24
-0.01 0.02 -0.01
0.03 -0.01 -0.34
-0.15 -0.33 -0.22
0.10 -0.03 -0.07
0.07 0.31 0.21
0.17 0.15 -0.08
0.34 0.08 -0.04
0.18 0.10 -0.30
-0.05 -0.08 0.02
-0.12 -0.10 0.28
0.15 -0.06 -0.61
-0.17 0.10 0.12
-0.16 -0.33 -0.01
-0.11 -0.04 -0.03
0.04 0.02 0.15
-0.02 -0.09 0.16
-0.03 0.03 -0.01
0.05 0.14 -0.12
-0.07 0.08 0.22
0.13 -0.02 0.09
0.14 0.16 -0.08
-0.01 0.05 0.07
0.09 0.02 0.10

=====

Density functional theory data (ωB97M-V with the def2-TZVPD basis set) for a gas-phase ion, C2N5 (charge -1) at a distorted geometry.

Summary:
Spin multiplicity   1
Relative energy (zero: lowest compared OMol25 entry of this formula, charge and spin)   12.5 kJ/mol
Gap between HOMO and LUMO   0.3635 Eh
Charge   -1
E   -9524.520 eV

Atoms and positions in Å:
C: -0.379858 0.476738 -1.490332
C: -0.100418 0.130109 -0.193339
N: -0.550446 0.780669 -2.594110
N: -0.227921 -0.835991 1.666489
N: -0.897973 -0.533294 0.587830
N: 1.187514 0.307796 0.479808
N: 0.969102 -0.326028 1.543654

Atomic forces in eV per Å
-0.24 0.98 -2.37
3.20 0.42 2.38
-0.03 -0.16 0.45
-0.25 -0.10 0.45
-1.71 -0.73 -0.59
-2.74 0.15 -3.30
1.77 -0.57 2.99

=====

Density functional theory data (ωB97M-V with the def2-TZVPD basis set) for a single C4H10N2O molecule at a distorted geometry.

Summary:
Spin multiplicity   1
SMILES   C[C@@]1(N)[C@@H](N)[C@@H]1O
Relative energy (zero: lowest compared OMol25 entry of this formula, charge and spin)   396.5 kJ/mol
Gap between HOMO and LUMO   0.2931 Eh
E   -9334.878 eV

Atoms and positions in Å:
C: 1.878512 0.169109 0.758101
C: 0.399094 -0.024863 0.618021
N: -0.338160 -0.128979 1.824638
C: -0.766008 0.583662 -0.749719
N: -0.731042 1.136240 -2.037076
C: -0.113240 -0.692011 -0.562336
O: -1.168875 -1.979382 -0.543910
H: 2.441036 -0.699812 0.393832
H: 2.215722 0.283903 1.793696
H: 2.250525 1.030188 0.199657
H: -1.299257 -0.434794 1.744464
H: -0.045214 0.468563 2.586606
H: -1.587854 0.947943 -0.142457
H: -1.218562 2.014074 -2.158473
H: -0.993570 0.477006 -2.764752
H: 0.608323 -1.016449 -1.302652
H: -1.531430 -2.134397 0.342360

Atomic forces in eV per Å
0.79 0.03 0.06
-0.56 -0.04 0.05
0.73 -0.20 -0.90
0.61 0.11 0.04
0.39 0.43 -0.60
-3.43 -2.22 0.77
1.71 1.40 0.09
-0.25 0.03 -0.07
-0.36 0.14 -0.03
-0.15 0.00 -0.01
0.26 0.40 0.30
-0.53 -0.05 -0.28
0.17 -0.60 0.46
0.12 -0.18 0.12
0.09 0.15 0.18
-0.03 0.32 0.00
0.43 0.28 -0.21

=====

Density functional theory data (ωB97M-V with the def2-TZVPD basis set) for a molecular structure, C3H6N2S2 at a distorted geometry.

Summary:
Spin multiplicity   1
Relative energy (zero: lowest compared OMol25 entry of this formula, charge and spin)   492.4 kJ/mol
Gap between HOMO and LUMO   0.2339 Eh
E   -27853.993 eV

Atoms and positions in Å:
C: 1.884804 -1.153176 0.384704
C: -0.835499 1.010010 -0.239885
C: -2.331321 1.091645 0.012228
H: 1.503773 -0.616536 1.402296
H: 2.961866 -0.894139 -0.262411
H: 1.741866 -2.395813 0.519504
H: 1.234292 0.766616 -0.710310
H: -1.169530 -0.977657 -0.724410
H: -2.678712 1.992866 0.483835
N: 1.000338 -0.436912 -0.648863
N: -0.378229 -0.292872 -0.222057
S: 0.385159 2.169216 0.014433
S: -3.318813 -0.263253 -0.009063

Atomic forces in eV per Å
-0.37 0.57 -1.00
1.16 -1.63 2.05
-0.13 -2.29 0.30
2.14 -1.40 -1.88
-2.67 -0.88 3.01
0.22 3.60 -0.79
0.16 -3.64 0.53
2.64 1.87 1.83
-0.13 0.49 -0.26
-0.74 0.87 0.34
-1.49 -0.62 -3.26
-2.00 0.83 -0.53
1.21 2.23 -0.33